{
  "formula": "C5H4O2",
  "method": "ωB97M-V/def2-TZVPD",
  "species": ["O", "C", "C", "C", "C", "C", "O", "H", "H", "H", "H"],
  "positions_angstrom": [[-2.224511, 0.885618, 0.216836], [-1.097576, 0.507957, 0.144555], [-0.433148, -0.719219, -0.147208], [0.770181, -0.943072, -0.210593], [1.825207, -0.027718, 0.028099], [1.273377, 1.178187, 0.336281], [-0.039089, 1.451457, 0.401289], [2.890931, -0.200192, -0.019717], [1.860257, 2.061587, 0.564072], [-2.461837, -2.158664, -0.293446], [-2.363792, -2.035942, -1.020167]],
  "atomic_forces_ev_per_a": [[0.617, -0.197, -0.030], [-0.457, 0.081, 0.015], [0.647, -0.036, -0.016], [-0.613, 0.258, 0.074], [0.041, 0.156, 0.041], [0.111, -0.090, -0.023], [0.061, -0.003, 0.000], [-0.152, 0.065, 0.023], [-0.038, -0.101, -0.033], [-0.106, -0.053, -0.086], [-0.112, -0.080, 0.037]],
  "e_above_lowest_ev": 4.3940,
  "homo_energy_ev": -9.644,
  "lumo_energy_ev": -0.481,
  "orbital_gap_ev": 9.16
}

{
  "formula": "C73H73N3O4PSb2TeTi",
  "method": "ωB97M-V/def2-TZVPD",
  "species": ["Ti", "O", "C", "C", "C", "C", "C", "C", "C", "O", "N", "N", "C", "C", "C", "C", "C", "C", "C", "O", "H", "H", "H", "H", "H", "H", "H", "H", "H", "H", "C", "Sb", "C", "C", "C", "C", "C", "C", "C", "C", "C", "Sb", "C", "C", "H", "H", "H", "H", "H", "H", "H", "H", "H", "H", "H", "H", "H", "H", "H", "H", "H", "H", "H", "H", "C", "C", "C", "C", "C", "C", "P", "C", "C", "C", "C", "C", "C", "C", "C", "C", "C", "C", "C", "C", "C", "C", "C", "H", "H", "H", "H", "H", "H", "H", "H", "H", "H", "H", "H", "H", "H", "H", "H", "C", "C", "C", "C", "C", "C", "Te", "N", "C", "O", "C", "C", "C", "C", "C", "C", "C", "C", "C", "C", "C", "C", "C", "C", "C", "C", "C", "C", "H", "H", "H", "H", "H", "H", "H", "H", "H", "H", "H", "H", "H", "H", "H", "H", "H", "H", "H", "H", "H", "H", "H", "H", "H", "H", "H"],
  "positions_angstrom": [[-0.174284, 1.002908, -0.846653], [-3.559596, -2.113290, -2.709829], [-4.216012, -0.950344, -2.958347], [-5.578476, -0.958790, -3.221249], [-6.246098, 0.207919, -3.564104], [-5.524492, 1.388478, -3.664339], [-4.167916, 1.395868, -3.400349], [-3.483245, 0.239935, -3.016794], [-2.051272, 0.353700, -2.678499], [-1.534573, -0.222791, -1.625147], [-1.317535, 1.098650, -3.473100], [-0.053912, 1.133726, -2.972553], [0.899894, 1.788563, -3.532908], [2.259691, 1.533935, -3.121095], [3.273443, 2.178129, -3.876983], [4.664265, 1.981630, -3.909426], [5.392010, 0.942778, -3.420659], [4.815216, -0.248433, -2.718693], [2.465820, 0.663961, -2.033882], [1.501489, 0.295483, -1.229510], [-4.210894, -2.812633, -2.599889], [-6.119390, -1.899232, -3.173700], [-7.309696, 0.184410, -3.762969], [-6.028728, 2.305007, -3.943166], [-3.595394, 2.311335, -3.465397], [0.705279, 2.429585, -4.393888], [2.912154, 2.959475, -4.539691], [5.222324, 2.748568, -4.442501], [6.468162, 0.969106, -3.556990], [5.634749, -0.768618, -2.207848], [1.747780, -3.746058, 5.137269], [0.567072, -2.627163, 3.660699], [1.309003, -3.824877, 2.033069], [-1.207048, -3.898442, 4.144810], [-1.302619, -5.041806, 3.213656], [-0.688009, -6.247388, 3.552175], [-0.641990, -7.322953, 2.680022], [-1.222116, -7.202195, 1.427719], [-1.869520, -6.027528, 1.086767], [-1.935112, -4.929441, 1.950230], [-2.691395, -3.732735, 1.520497], [-1.663209, -1.922293, 0.614921], [-3.731939, -1.311874, 0.308794], [-1.187064, -3.177654, -1.098047], [2.759490, -3.880200, 4.756330], [1.308620, -4.723483, 5.340134], [1.811692, -3.185332, 6.069979], [0.576101, -4.561251, 1.713613], [2.220847, -4.330714, 2.344226], [1.520705, -3.147985, 1.207566], [-2.084784, -3.256516, 4.107193], [-1.039482, -4.223752, 5.171279], [-0.228172, -6.339268, 4.530294], [-0.162190, -8.247181, 2.978132], [-1.183767, -8.025651, 0.724408], [-2.345239, -5.942097, 0.115754], [-3.276205, -3.317102, 2.343011], [-3.376196, -4.014603, 0.720064], [-4.326404, -2.100112, -0.150496], [-3.732010, -0.419830, -0.310494], [-4.150183, -1.066336, 1.286545], [-2.082457, -3.668199, -1.471281], [-0.455480, -3.924822, -0.790757], [-0.766693, -2.540134, -1.868577], [5.398771, -1.084040, 4.718500], [4.246245, -0.309310, 4.761991], [3.482094, -0.136423, 3.620798], [3.858848, -0.706500, 2.399818], [5.019083, -1.473883, 2.366964], [5.776776, -1.665673, 3.517136], [2.772073, -0.260638, 0.947087], [3.709401, -0.851103, -0.504178], [3.843375, 0.196129, -1.591415], [4.178866, -1.228509, -3.664160], [3.833108, -2.471754, -3.261034], [3.865528, -2.958369, -1.921547], [3.780445, -2.215138, -0.739956], [3.325027, 1.505642, 0.938497], [4.671051, 1.732077, 1.151159], [5.210826, 3.019494, 1.168296], [4.379949, 4.089201, 1.003260], [2.994000, 3.912581, 0.826933], [2.166160, 5.049900, 0.756748], [0.816754, 4.884147, 0.812020], [0.263164, 3.592453, 0.807969], [0.982832, 2.422427, 0.616027], [2.415021, 2.594822, 0.753496], [5.995116, -1.231499, 5.611721], [3.943918, 0.159920, 5.692221], [2.590601, 0.483819, 3.656555], [5.358545, -1.908184, 1.434246], [6.679102, -2.266466, 3.477789], [4.308488, 1.081144, -1.136416], [4.041812, -0.917123, -4.694377], [3.503090, -3.181510, -4.018686], [3.803984, -4.036929, -1.803026], [3.668202, -2.827380, 0.151293], [5.328865, 0.884701, 1.294883], [6.273600, 3.156616, 1.333151], [4.766920, 5.102365, 1.049736], [2.621954, 6.034069, 0.723966], [0.157556, 5.747168, 0.810350], [-0.807418, 3.552562, 0.961067], [-6.895159, 0.949285, 7.791721], [-5.913812, 1.114122, 6.661554], [-5.508466, 2.369414, 6.232364], [-4.550411, 2.526313, 5.235451], [-4.195494, 3.925300, 4.808694], [-3.946731, 1.406428, 4.643622], [-2.418198, 1.641364, 3.043388], [-1.694331, 1.248374, 0.470791], [-1.972355, 2.229967, -0.303128], [-1.077630, 2.537771, -1.258449], [-3.135972, 3.151238, -0.235282], [-4.323878, 2.831145, 0.416600], [-5.356206, 3.753380, 0.474265], [-5.222596, 5.003373, -0.114330], [-4.045680, 5.322755, -0.781465], [-3.010107, 4.406966, -0.837245], [-0.906336, 2.325152, 4.445453], [-0.352319, 3.606971, 4.358503], [-1.018655, 4.762974, 3.657522], [0.859204, 3.879660, 4.993261], [1.529964, 2.921283, 5.733499], [2.904309, 3.179974, 6.286800], [0.903842, 1.695748, 5.922548], [-0.296779, 1.387156, 5.298270], [-0.934923, 0.059648, 5.596458], [-4.414755, 0.138376, 5.016990], [-3.942070, -1.145745, 4.378182], [-5.376326, 0.010794, 6.018012], [-7.256242, 1.918134, 8.136822], [-6.420232, 0.443376, 8.634900], [-7.753430, 0.347805, 7.486260], [-5.953997, 3.251927, 6.682120], [-4.948711, 4.636800, 5.150787], [-4.123317, 3.975239, 3.721719], [-3.229163, 4.214759, 5.224219], [-4.443925, 1.844120, 0.843194], [-6.278430, 3.491466, 0.978819], [-6.028246, 5.725375, -0.057619], [-3.936492, 6.287060, -1.263739], [-2.084118, 4.639571, -1.344823], [-1.861509, 4.435337, 3.052902], [-0.304756, 5.279283, 3.018862], [-1.377187, 5.480320, 4.401618], [1.294731, 4.867749, 4.881354], [3.064946, 4.242821, 6.469959], [3.651334, 2.844673, 5.562943], [3.065203, 2.631375, 7.215860], [1.372063, 0.947298, 6.554668], [-0.217398, -0.629780, 6.043228], [-1.333586, -0.377478, 4.682724], [-1.770795, 0.202497, 6.286963], [-3.311478, -0.952537, 3.513237], [-4.801838, -1.739030, 4.059521], [-3.375448, -1.744353, 5.094938], [-5.712219, -0.983658, 6.298599]],
  "atomic_forces_ev_per_a": [[0.982, -0.138, 0.745], [0.088, 0.099, 0.040], [0.194, 0.021, -0.135], [-0.311, 0.071, -0.061], [0.334, -0.081, 0.063], [-0.339, 0.116, -0.121], [0.297, -0.102, 0.184], [-0.586, -0.014, -0.048], [1.273, 0.024, -0.754], [-0.950, -0.259, -0.403], [-0.855, -0.179, -0.592], [-0.190, 0.437, 0.492], [0.239, -0.663, -0.143], [-0.463, -0.046, 0.570], [0.179, 0.184, -0.177], [0.160, 0.109, -0.137], [0.058, -0.231, 0.133], [-0.315, 0.106, -0.103], [0.796, 0.180, -0.149], [1.193, -0.090, -0.720], [0.035, -0.068, 0.009], [0.028, -0.013, 0.027], [-0.013, 0.014, 0.010], [0.045, 0.032, 0.023], [-0.005, 0.022, 0.035], [-0.046, -0.179, -0.105], [-0.056, 0.013, 0.046], [-0.050, -0.011, -0.050], [0.006, 0.001, -0.044], [-0.096, 0.012, 0.069], [-0.027, 0.262, -0.056], [0.256, -0.496, 0.221], [-0.102, 0.278, -0.065], [0.023, 0.374, -0.208], [-0.187, -0.178, -0.229], [-0.028, -0.069, 0.003], [0.016, 0.001, 0.021], [-0.004, -0.132, -0.041], [0.021, 0.104, 0.022], [0.111, -0.368, 0.226], [0.304, 0.392, 0.246], [-0.680, -1.130, 0.114], [0.416, 0.198, -0.129], [-0.131, 0.313, 0.220], [0.040, 0.042, -0.042], [-0.021, 0.002, -0.096], [-0.027, 0.013, 0.045], [0.011, -0.049, -0.025], [0.049, 0.025, -0.001], [0.107, -0.014, -0.095], [0.002, 0.009, 0.021], [-0.023, 0.021, 0.018], [0.006, 0.030, 0.004], [0.043, 0.011, -0.005], [-0.014, 0.007, -0.006], [0.007, 0.001, -0.010], [-0.058, 0.014, 0.011], [-0.019, 0.090, -0.010], [0.029, -0.060, 0.006], [-0.073, 0.018, 0.011], [0.034, -0.028, 0.051], [-0.028, -0.051, -0.012], [0.027, 0.026, 0.101], [0.039, -0.066, -0.096], [0.047, -0.056, -0.040], [-0.094, 0.012, 0.117], [0.015, -0.117, -0.009], [-0.111, 0.149, 0.108], [-0.014, -0.148, 0.002], [0.032, -0.032, 0.164], [0.657, -0.608, 0.324], [-0.065, 0.212, 0.151], [-0.258, -0.426, 0.304], [0.080, -0.045, -0.328], [0.195, 0.134, 0.132], [0.133, -0.462, 0.060], [-0.296, 0.409, -0.213], [0.017, 0.128, 0.027], [-0.372, -0.061, -0.082], [0.091, 0.155, 0.011], [0.155, 0.056, 0.044], [-0.087, -0.368, -0.083], [-0.145, 0.149, 0.089], [0.141, 0.203, 0.021], [0.315, -0.272, 0.311], [-0.114, 0.464, -0.299], [0.225, 0.093, 0.171], [0.004, 0.004, -0.003], [-0.019, 0.012, -0.001], [-0.052, -0.023, 0.023], [-0.106, 0.065, -0.098], [-0.005, -0.010, -0.049], [-0.197, 0.117, -0.098], [-0.044, -0.020, -0.008], [-0.031, 0.035, -0.031], [-0.004, 0.022, 0.020], [-0.075, -0.146, 0.115], [0.017, -0.005, -0.036], [0.005, 0.027, -0.022], [-0.002, 0.018, -0.024], [-0.008, 0.017, 0.000], [-0.019, 0.001, 0.069], [-0.061, -0.001, -0.267], [0.038, -0.005, -0.091], [0.030, -0.026, -0.019], [0.008, -0.085, 0.046], [0.037, 0.173, -0.061], [-0.023, -0.113, 0.051], [0.003, 0.042, -0.339], [-0.285, 0.024, 1.641], [-0.488, 0.465, -0.622], [-0.282, -0.319, 1.271], [-0.608, 1.234, -0.816], [-0.152, 0.368, -0.209], [0.146, -0.152, -0.198], [-0.158, 0.031, 0.074], [0.099, -0.005, -0.042], [-0.095, 0.078, 0.028], [-0.022, -0.212, 0.071], [0.072, -0.150, -0.200], [-0.159, 0.141, -0.056], [0.040, -0.054, -0.063], [0.044, -0.089, 0.081], [-0.064, 0.094, 0.029], [-0.079, -0.028, -0.079], [0.013, 0.005, -0.030], [-0.053, -0.143, 0.016], [-0.032, 0.107, -0.021], [0.087, -0.162, -0.143], [-0.029, 0.088, 0.032], [-0.002, 0.126, 0.060], [-0.034, -0.007, 0.017], [-0.041, 0.004, 0.034], [-0.024, 0.001, 0.025], [0.030, 0.021, 0.006], [0.012, 0.014, 0.027], [0.053, 0.104, 0.018], [0.044, 0.039, -0.072], [0.018, -0.042, 0.005], [0.001, -0.008, 0.019], [-0.032, -0.026, -0.010], [0.002, 0.020, 0.043], [0.015, 0.006, -0.020], [0.012, 0.073, -0.031], [-0.015, 0.000, -0.006], [-0.047, -0.010, -0.002], [0.014, 0.004, -0.046], [0.022, 0.004, 0.010], [0.064, 0.020, 0.041], [0.031, 0.008, 0.016], [0.018, -0.022, -0.021], [-0.026, 0.019, 0.006], [0.026, -0.096, 0.052], [-0.034, -0.046, 0.007], [0.048, -0.092, 0.009], [0.016, -0.033, -0.021], [0.009, 0.001, -0.011], [0.026, -0.030, 0.003]],
  "e_above_lowest_ev": 5.3222,
  "total_charge": -2,
  "multiplicity": 2,
  "homo_energy_ev": [-0.412, -0.395],
  "lumo_energy_ev": [3.471, 3.471],
  "orbital_gap_ev": [3.88, 3.87],
  "s2": 0.7898
}

{
  "formula": "C8H16O4Pr",
  "method": "ωB97M-V/def2-TZVPD",
  "species": ["C", "C", "O", "C", "C", "O", "C", "H", "H", "H", "H", "H", "H", "H", "H", "H", "H", "O", "C", "C", "O", "C", "Pr", "H", "H", "H", "H", "H", "H"],
  "positions_angstrom": [[0.778997, -2.709651, 0.628610], [-0.462583, -2.547598, 0.176226], [-1.123590, -1.343463, 0.301045], [-2.352276, -1.181508, -0.427488], [-3.035133, 0.046566, 0.121253], [-2.064372, 1.092686, 0.189539], [-2.619904, 2.390820, 0.400046], [1.242811, -1.963915, 1.279883], [1.284987, -3.654184, 0.435194], [-1.003233, -3.290710, -0.411618], [-2.992279, -2.060374, -0.283970], [-2.116341, -1.064779, -1.493901], [-3.441497, -0.132376, 1.127177], [-3.851730, 0.340927, -0.551729], [-1.785170, 3.094038, 0.484511], [-3.250327, 2.660129, -0.457815], [-3.214879, 2.398132, 1.324085], [1.922084, 0.806076, 1.760306], [3.114016, 0.793310, 1.048685], [2.919140, 1.370493, -0.348600], [1.754256, 0.743418, -0.943050], [1.957235, -0.271622, -1.838756], [0.031769, 0.609438, 0.821587], [3.510115, -0.238322, 0.944440], [3.906658, 1.389387, 1.539844], [3.784746, 1.220323, -1.005495], [2.679830, 2.440564, -0.297414], [1.579392, -0.054347, -2.836934], [2.847287, -0.883465, -1.685671]],
  "atomic_forces_ev_per_a": [[-1.043, 0.086, 0.056], [1.188, -1.255, -0.693], [-0.590, 0.089, 0.530], [-0.588, -0.144, -0.463], [-0.861, -0.636, -0.042], [-1.045, 0.158, -0.525], [-0.714, 0.827, 0.092], [0.251, -0.209, -0.161], [-0.048, 0.329, 0.224], [0.143, 0.182, 0.181], [0.136, 0.179, -0.045], [-0.032, -0.088, 0.206], [0.068, 0.088, -0.203], [0.161, -0.058, 0.175], [-0.145, 0.037, -0.040], [0.239, 0.031, 0.250], [0.161, 0.040, -0.249], [-1.844, -0.066, -0.447], [1.655, -0.198, -0.528], [0.645, 0.449, 0.552], [-0.876, 0.243, 0.306], [0.336, -0.249, -0.670], [3.823, 0.364, 1.023], [-0.187, 0.343, 0.207], [-0.365, -0.249, -0.032], [-0.209, 0.079, 0.203], [0.085, -0.196, -0.095], [-0.066, -0.306, 0.216], [-0.275, 0.128, -0.028]],
  "total_charge": 2,
  "multiplicity": 4,
  "homo_energy_ev": [-15.568, -17.104],
  "lumo_energy_ev": [-7.749, -7.443],
  "orbital_gap_ev": [7.82, 9.66],
  "s2": 3.7577
}

{
  "formula": "C4N2",
  "method": "ωB97M-V/def2-TZVPD",
  "species": ["N", "C", "C", "C", "C", "N"],
  "positions_angstrom": [[2.492936, -0.370751, -0.681314], [1.763961, -0.048120, 0.158485], [0.633383, 0.263259, 0.899288], [-0.521920, 0.206896, 0.533122], [-1.706271, 0.052238, -0.136880], [-2.662087, -0.103523, -0.772700]],
  "atomic_forces_ev_per_a": [[-0.106, 0.328, 0.957], [1.232, -0.284, -0.626], [-0.625, -0.318, -1.061], [0.046, 0.141, 0.425], [-1.249, -0.001, -0.224], [0.702, 0.134, 0.530]],
  "e_above_lowest_ev": 1.0445,
  "homo_energy_ev": -11.455,
  "lumo_energy_ev": -1.729,
  "orbital_gap_ev": 9.73
}

Asked for M across the records above, the calculation gives 96.085, 1506.365, 317.120, 76.058 g/mol in order.
Asked for electronic energy across the records above, the calculation gives -343.23088, -5230.04087, -1131.71495, -261.80009 Eh in order.